(w)
{"formula": "C22H25Cl2N5ORhS3", "method": "wB97M-V/def2-TZVPD", "elements": ["Rh", "C", "C", "N", "C", "C", "C", "S", "N", "C", "O", "C", "C", "C", "C", "C", "C", "H", "H", "H", "H", "H", "H", "H", "H", "H", "H", "H", "H", "H", "H", "H", "Cl", "C", "C", "C", "C", "C", "Cl", "C", "S", "H", "H", "H", "C", "C", "C", "N", "N", "C", "N", "S", "H", "H", "H", "H", "H", "H", "H"], "xyz": [[0.16, 0.84, 0.81], [-4.28, 0.89, -2.21], [-3.71, -0.49, -2.22], [-2.34, -0.55, -2.66], [-2.10, -0.81, -4.09], [-2.02, -2.25, -4.45], [-1.26, -0.29, -1.86], [-1.70, -0.16, -0.16], [-0.07, -0.15, -2.39], [1.06, 0.33, -1.97], [1.31, 1.06, -0.93], [2.21, 0.16, -2.92], [3.38, 0.90, -2.71], [4.44, 0.91, -3.66], [4.21, 0.24, -4.88], [3.07, -0.53, -5.08], [2.13, -0.63, -4.09], [-5.11, 0.89, -1.49], [-4.67, 1.15, -3.20], [-3.52, 1.64, -1.89], [-4.29, -1.17, -2.86], [-3.76, -1.02, -1.27], [-1.22, -0.31, -4.45], [-2.94, -0.36, -4.67], [-1.30, -2.82, -3.87], [-1.65, -2.31, -5.50], [-2.95, -2.80, -4.39], [3.39, 1.54, -1.76], [5.32, 1.50, -3.42], [4.90, 0.38, -5.72], [2.90, -1.07, -5.97], [1.29, -1.30, -4.23], [2.20, 1.88, 1.71], [2.78, 0.61, 2.78], [3.69, 0.95, 3.79], [4.30, 0.02, 4.60], [3.93, -1.35, 4.45], [3.00, -1.69, 3.45], [2.71, -3.36, 3.20], [2.41, -0.75, 2.54], [1.37, -1.18, 1.24], [3.85, 2.02, 3.94], [5.00, 0.34, 5.36], [4.26, -2.14, 5.10], [-2.72, -1.43, 5.04], [-2.02, -0.14, 5.45], [-1.94, 0.80, 4.32], [-1.06, 0.43, 3.44], [-0.94, 1.28, 2.39], [-1.71, 2.37, 2.49], [-1.54, 3.40, 1.66], [-2.78, 2.33, 3.86], [-2.73, -2.14, 5.87], [-2.20, -1.87, 4.20], [-3.76, -1.24, 4.78], [-1.03, -0.37, 5.83], [-2.61, 0.32, 6.25], [-1.15, 3.31, 0.65], [-2.20, 4.17, 1.80]], "lumo_ha": [-0.086, -0.201], "spin_multiplicity": 5, "charge": 1, "homo_energy_ev": [-9.7, -11.1], "homo_lumo_gap_ev": [7.410, 5.599]}



(x)
{"formula": "C22H25Cl2N5ORhS3", "method": "wB97M-V/def2-TZVPD", "elements": ["Rh", "C", "C", "N", "C", "C", "C", "S", "N", "C", "O", "C", "C", "C", "C", "C", "C", "H", "H", "H", "H", "H", "H", "H", "H", "H", "H", "H", "H", "H", "H", "H", "Cl", "C", "C", "C", "C", "C", "Cl", "C", "S", "H", "H", "H", "C", "C", "C", "N", "N", "C", "N", "S", "H", "H", "H", "H", "H", "H", "H"], "xyz": [[0.88, 0.65, -0.12], [-3.46, 2.37, 2.93], [-3.33, 0.86, 2.79], [-3.36, 0.34, 1.42], [-4.61, -0.06, 0.79], [-4.74, -1.55, 0.55], [-2.23, 0.29, 0.64], [-0.83, 1.03, 1.38], [-2.36, -0.10, -0.62], [-1.41, -0.72, -1.31], [-0.20, -0.97, -0.95], [-1.80, -1.19, -2.63], [-3.03, -0.89, -3.21], [-3.39, -1.46, -4.41], [-2.49, -2.23, -5.16], [-1.23, -2.47, -4.65], [-0.89, -1.95, -3.43], [-2.83, 2.69, 3.73], [-4.50, 2.62, 3.26], [-3.24, 2.91, 2.01], [-4.10, 0.33, 3.36], [-2.38, 0.54, 3.23], [-4.65, 0.44, -0.17], [-5.39, 0.31, 1.45], [-4.34, -1.83, -0.44], [-5.80, -1.83, 0.65], [-4.18, -2.10, 1.27], [-3.68, -0.15, -2.72], [-4.39, -1.25, -4.76], [-2.74, -2.58, -6.18], [-0.46, -3.03, -5.16], [0.14, -2.07, -3.06], [2.52, 0.37, -2.02], [3.41, 1.89, -1.97], [4.57, 1.95, -2.77], [5.36, 3.11, -2.69], [4.92, 4.26, -2.01], [3.80, 4.17, -1.16], [3.28, 5.46, -0.23], [3.05, 2.92, -1.13], [1.72, 2.84, -0.06], [4.75, 1.11, -3.42], [6.36, 3.16, -3.18], [5.33, 5.27, -2.10], [3.54, -1.51, 5.31], [3.71, -0.64, 4.06], [3.10, -1.14, 2.77], [2.72, -0.22, 1.93], [2.01, -0.79, 0.88], [2.07, -2.14, 0.83], [1.34, -2.83, -0.05], [2.91, -2.83, 2.23], [3.43, -0.87, 6.23], [4.31, -2.25, 5.43], [2.57, -2.01, 5.25], [4.81, -0.53, 3.89], [3.29, 0.37, 4.24], [0.78, -2.29, -0.70], [1.37, -3.83, -0.06]], "lumo_ha": [-0.099, -0.202], "spin_multiplicity": 5, "charge": 1, "homo_energy_ev": [-10.1, -11.1], "homo_lumo_gap_ev": [7.416, 5.643]}



Which is most stable? The ranking, best first, is (x), (w).



(w)
{"formula": "C3H5Cl", "method": "wB97M-V/def2-TZVPD", "elements": ["C", "C", "C", "Cl", "H", "H", "H", "H", "H"], "xyz": [[-0.70, 0.27, 0.88], [-0.74, 0.48, -0.62], [-0.23, -0.72, 0.15], [3.93, -0.08, -0.24], [-0.78, 0.82, 1.77], [5.00, -0.77, -0.68], [-1.70, 0.37, -1.12], [-0.03, 1.19, -0.99], [0.41, -1.48, 0.22]], "lumo_ha": 0.025, "smiles": "C1=CC1.Cl", "homo_energy_ev": -9.4, "homo_lumo_gap_ev": 10.120}



(x)
{"formula": "C3H5Cl", "method": "wB97M-V/def2-TZVPD", "elements": ["C", "C", "C", "Cl", "H", "H", "H", "H", "H"], "xyz": [[0.84, -0.65, 0.11], [0.84, -1.34, 1.22], [-0.40, 0.08, -0.38], [1.92, -1.94, 2.28], [1.78, -0.13, -0.20], [-1.14, -1.87, 1.87], [-0.75, 0.91, 0.22], [-0.10, 0.54, -1.26], [-1.17, -0.67, -0.63]], "lumo_ha": [-0.012, -0.015], "homo_energy_ev": [-9.1, -9.6], "homo_lumo_gap_ev": [8.739, 9.223]}



Which is most stable? The ranking, best first, is (w), (x).



(w)
{"formula": "C3H2O4", "method": "wB97M-V/def2-TZVPD", "elements": ["C", "C", "C", "H", "H", "O", "O", "O", "O"], "xyz": [[0.91, -0.68, -0.11], [0.47, 0.76, -0.08], [-1.37, -0.41, 0.01], [0.89, 1.12, 0.90], [0.69, 1.66, -0.63], [2.10, -0.93, 0.02], [-0.92, 0.81, -0.04], [-2.45, -0.91, 0.00], [-0.33, -1.42, -0.09]], "lumo_ha": 0.011, "smiles": "O=C1COC(=O)O1", "homo_energy_ev": -11.4, "homo_lumo_gap_ev": 11.716}



(x)
{"formula": "C3H2O4", "method": "wB97M-V/def2-TZVPD", "elements": ["C", "C", "C", "O", "O", "O", "O", "H", "H"], "xyz": [[0.48, 0.31, 0.00], [1.07, -1.09, -0.22], [2.50, 0.23, 0.32], [1.46, 0.97, 0.75], [3.29, 0.46, -0.50], [2.20, -1.12, 0.38], [-0.77, -0.03, 0.65], [0.17, 1.00, -0.89], [-1.46, 0.19, 0.02]], "lumo_ha": -0.009, "homo_energy_ev": -9.7, "homo_lumo_gap_ev": 9.446}



Which is most stable? The ranking, best first, is (w), (x).